{
  "formula": "C29H56BIN4O11P3S",
  "method": "ωB97M-V/def2-TZVPD",
  "elements": ["C", "C", "C", "I", "C", "P", "O", "O", "O", "B", "C", "C", "S", "C", "N", "N", "C", "O", "P", "P", "O", "O", "O", "O", "C", "C", "C", "O", "C", "C", "C", "C", "C", "C", "C", "C", "C", "C", "H", "H", "H", "H", "H", "H", "H", "H", "H", "H", "H", "H", "H", "H", "H", "H", "H", "H", "H", "H", "H", "H", "H", "H", "H", "H", "H", "H", "H", "H", "H", "H", "H", "H", "C", "C", "C", "O", "C", "N", "H", "H", "H", "H", "H", "H", "H", "H", "H", "H", "H", "C", "C", "C", "O", "C", "N", "H", "H", "H", "H", "H", "H", "H", "H", "H", "H", "H"],
  "coordinates": [[1.45301, -1.71729, -3.27488], [0.50698, -1.88716, -2.05436], [0.31391, -0.58954, -1.24431], [1.68347, -0.81274, 0.48402], [-1.18196, -0.27165, -0.92773], [-1.23732, 0.70656, 0.68457], [-0.43473, 2.08970, 0.21109], [-2.77839, 1.25376, 0.82755], [-1.91084, -1.44390, -0.78244], [-3.34542, -1.20964, -1.15786], [-3.98224, -2.30254, -2.20945], [-5.48876, -2.57471, -2.07787], [-6.54437, -1.08116, -2.09890], [-7.11957, -1.15142, -3.74331], [-6.56585, -0.76666, -4.84084], [-7.46713, -1.04515, -5.86657], [-8.49352, -1.56216, -5.30117], [-8.36658, -1.66972, -3.96378], [-4.49105, -1.37621, 0.51992], [-4.14461, -3.43135, 1.06056], [-5.31157, -4.30947, 0.87049], [-2.85645, -4.02713, 0.27358], [-3.64408, -3.39858, 2.61424], [-3.29183, 0.15914, -1.74028], [-1.94576, 0.45596, -2.11632], [-1.86715, 1.97176, -2.24059], [-1.49409, -0.16970, -3.43875], [-1.88991, 0.58524, -4.60136], [-0.86441, 0.69341, -5.51505], [0.14605, 1.61167, -5.25011], [1.24128, 1.75712, -6.09499], [2.32130, 2.75082, -5.74687], [1.29327, 0.96216, -7.22980], [0.26972, 0.06335, -7.50595], [-0.83535, -0.09234, -6.67244], [-1.92300, -1.06522, -7.06945], [-3.32233, -0.42542, -7.02604], [-1.88138, -2.37877, -6.28972], [2.16918, -2.53696, -3.31917], [0.88192, -1.74636, -4.20512], [1.99324, -0.77033, -3.25004], [0.96230, -2.63539, -1.41261], [-0.45267, -2.27009, -2.38735], [0.72105, 0.26140, -1.78781], [-0.68277, 2.78774, 0.82900], [-3.21006, 1.43460, -0.02633], [-3.80814, -1.97022, -3.23719], [-3.46511, -3.26279, -2.09590], [-5.82110, -3.18396, -2.92207], [-5.73408, -3.14509, -1.18326], [-9.40723, -1.91386, -5.74816], [-3.82161, -0.77044, 1.59708], [-2.07317, -4.11165, 0.82616], [-3.15942, -4.21003, 2.81388], [-0.83997, 2.30711, -2.40066], [-2.51769, 2.30718, -3.04341], [-2.19340, 2.44833, -1.32295], [-0.41078, -0.24448, -3.46254], [-1.88462, -1.17945, -3.54818], [0.04629, 2.20544, -4.34837], [1.92361, 3.76472, -5.81565], [2.63050, 2.59631, -4.71169], [3.19339, 2.64717, -6.38935], [2.14443, 1.04489, -7.89620], [0.32640, -0.54464, -8.40215], [-1.72548, -1.30965, -8.11730], [-3.82551, -0.57760, -6.07825], [-3.93449, -0.80037, -7.84754], [-3.23471, 0.65229, -7.17981], [-0.87599, -2.79877, -6.22840], [-2.31276, -2.27693, -5.29453], [-2.50427, -3.11390, -6.80916], [4.32879, 2.49290, 4.76562], [3.45930, 1.71642, 3.78408], [1.96269, 2.03380, 3.90224], [1.33431, 1.45619, 5.03140], [1.46620, 2.17944, 6.23784], [3.73099, 0.28345, 3.93151], [4.25187, 2.09261, 5.77675], [5.37765, 2.42583, 4.47217], [4.05352, 3.54981, 4.79537], [3.75934, 2.00121, 2.77081], [1.45327, 1.61064, 3.03179], [1.79008, 3.11941, 3.89038], [1.45822, 3.25966, 6.05763], [2.37926, 1.91713, 6.78023], [0.61138, 1.92499, 6.86495], [3.22052, -0.19931, 3.19857], [3.29071, -0.02473, 4.79483], [6.93254, 0.08656, 9.99342], [5.51738, -0.16644, 9.48395], [5.21473, 0.50246, 8.13743], [4.98497, 1.89742, 8.20997], [6.14554, 2.70551, 8.21295], [4.56114, 0.21270, 10.52748], [7.04086, 1.09308, 10.39847], [7.17057, -0.61173, 10.79553], [7.66899, -0.04481, 9.19823], [5.41498, -1.24380, 9.32159], [4.28592, 0.07629, 7.74768], [6.00062, 0.28676, 7.40202], [6.93689, 2.27055, 7.59504], [6.52471, 2.86805, 9.22531], [5.87008, 3.67390, 7.79517], [3.62485, -0.05925, 10.24254], [4.53052, 1.22803, 10.56724]],
  "total_charge": -1,
  "orbital_gap_ev": 6.89,
  "spin_multiplicity": 1,
  "molar_mass_da": 899.49,
  "homo_ev": -4.86
}


{
  "formula": "C29H56BNO22S",
  "method": "ωB97M-V/def2-TZVPD",
  "elements": ["C", "C", "C", "B", "O", "O", "O", "S", "O", "O", "O", "C", "C", "C", "N", "C", "C", "C", "C", "O", "C", "C", "C", "C", "H", "H", "H", "H", "H", "H", "H", "H", "H", "H", "H", "H", "H", "H", "H", "H", "H", "H", "H", "H", "H", "H", "H", "H", "H", "H", "C", "O", "C", "O", "O", "C", "H", "H", "H", "H", "H", "H", "C", "O", "C", "O", "O", "C", "H", "H", "H", "H", "H", "H", "C", "O", "C", "O", "O", "C", "H", "H", "H", "H", "H", "H", "C", "O", "C", "O", "O", "C", "H", "H", "H", "H", "H", "H", "C", "O", "C", "O", "O", "C", "H", "H", "H", "H", "H", "H"],
  "coordinates": [[0.11774, -0.63013, 1.81684], [0.28951, -0.61408, 0.49445], [0.18938, -1.80102, -0.45145], [1.51504, -1.69124, -1.36145], [1.77318, -0.66095, -2.22332], [2.46543, -2.65341, -1.22688], [0.46571, -2.99595, 0.34921], [-0.86347, -3.76363, 0.78174], [-1.42576, -3.36782, 2.02532], [-0.57293, -5.14273, 0.61400], [-1.76693, -3.14979, -0.34661], [-1.16689, -2.05236, -1.15953], [-2.27381, -0.98826, -1.08960], [-1.89972, 0.45864, -1.42853], [-1.89944, 1.29713, -0.21577], [-3.24882, 1.61734, 0.26114], [-3.87815, 2.89775, -0.33070], [-1.05612, 2.42834, -0.29386], [-0.71365, 3.08087, -1.62708], [-0.59333, 2.90680, 0.73913], [-1.08675, -2.73253, -2.52186], [-0.85153, -1.79876, -3.73193], [0.32887, -2.36568, -4.54776], [-2.08272, -1.75923, -4.66647], [-0.03756, 0.30964, 2.32746], [0.17015, -1.53177, 2.40205], [0.51658, 0.33951, 0.03563], [1.07453, -0.00747, -2.26350], [3.20729, -2.35514, -1.76980], [-2.76254, -1.07901, -0.12703], [-3.00524, -1.29970, -1.83054], [-0.91534, 0.53562, -1.87680], [-2.63507, 0.87157, -2.12490], [-3.92237, 0.78170, 0.10955], [-3.17531, 1.75787, 1.33628], [-3.66068, 3.72810, 0.33487], [-3.46586, 3.15182, -1.30260], [-4.95468, 2.79574, -0.39240], [0.32089, 2.86617, -1.87531], [-1.37078, 2.73267, -2.41855], [-0.84751, 4.14760, -1.49790], [-0.35541, -3.53670, -2.46643], [-2.04422, -3.22170, -2.67386], [-0.57050, -0.78603, -3.46551], [0.01250, -3.25082, -5.09513], [1.13948, -2.67185, -3.89331], [0.72842, -1.64387, -5.25574], [-2.13724, -0.78519, -5.14494], [-1.94914, -2.48522, -5.46158], [-3.00851, -1.99950, -4.15157], [4.06462, -4.44987, 0.75821], [4.90516, -3.54957, 1.48858], [6.12074, -4.02042, 1.74803], [6.54841, -5.09691, 1.42667], [6.79069, -3.08827, 2.42815], [8.12305, -3.46469, 2.77586], [3.11517, -3.95152, 0.61353], [4.50075, -4.67574, -0.21402], [3.90450, -5.36730, 1.32175], [8.71530, -3.65379, 1.88247], [8.11961, -4.34468, 3.41622], [8.54893, -2.62610, 3.31920], [6.53302, -4.38461, -6.48951], [5.77720, -5.25106, -5.64148], [4.73918, -4.66767, -5.04870], [4.41072, -3.51604, -5.17215], [4.12684, -5.57391, -4.29181], [2.98459, -5.06745, -3.60041], [7.33893, -4.98384, -6.90246], [5.91421, -4.00439, -7.29996], [6.95347, -3.55904, -5.91865], [2.23180, -4.72212, -4.30604], [3.26844, -4.26557, -2.92740], [2.57476, -5.88778, -3.01804], [-0.03437, 3.70896, 7.31007], [0.05389, 4.70425, 6.28787], [-0.26900, 4.25954, 5.06904], [-0.60965, 3.14005, 4.79859], [-0.14809, 5.27076, 4.21411], [-0.46280, 4.93313, 2.85579], [0.24674, 4.19731, 8.23875], [-1.05225, 3.33425, 7.39444], [0.65373, 2.89006, 7.10959], [-1.49606, 4.60332, 2.77401], [0.20437, 4.16622, 2.48578], [-0.32729, 5.83951, 2.27144], [1.80633, 7.23426, 6.18312], [1.76596, 8.66630, 6.10490], [0.90488, 9.23211, 6.94171], [0.19473, 8.65994, 7.72562], [0.96185, 10.55440, 6.76646], [0.07974, 11.29296, 7.61098], [2.54481, 6.90481, 5.45705], [2.11613, 6.91606, 7.17748], [0.84786, 6.81034, 5.92993], [0.32253, 11.12859, 8.65915], [-0.95610, 11.01929, 7.41913], [0.22564, 12.34161, 7.36816], [-5.42205, -3.02040, -1.50840], [-6.10077, -2.10818, -2.37549], [-7.16806, -2.62367, -2.98667], [-7.57537, -3.74620, -2.86414], [-7.70043, -1.67622, -3.75642], [-8.86222, -2.09323, -4.47732], [-4.58511, -2.48113, -1.08051], [-6.07469, -3.35470, -0.70468], [-5.04580, -3.87699, -2.06548], [-9.65370, -2.38924, -3.79186], [-8.62238, -2.91366, -5.15069], [-9.18979, -1.23537, -5.05700]],
  "orbital_gap_ev": 9.49,
  "spin_multiplicity": 1,
  "molar_mass_da": 813.63,
  "homo_ev": -9.39,
  "smiles": "C=C[C@@]1(B(O)O)OS(=O)(=O)O[C@]1(CCN(CC)C(C)=O)CC(C)C.COC(=O)OC.COC(=O)OC.COC(=O)OC.COC(=O)OC.COC(=O)OC"
}